1.
C36H28N5O9S3Y | ωB97M-V/def2-TZVPD

Geometry as XYZ:
```
82
Properties=species:S:1:pos:R:3:forces:R:3
Y -0.30902 -0.46670 0.28521 -0.01 -0.50 0.80
C -3.68010 -2.33176 3.10236 0.26 0.10 0.36
O -3.59531 -1.26249 4.05416 -0.46 -0.33 -0.38
C -2.37506 -0.80047 4.44580 0.45 0.04 -0.19
C -2.31884 -0.30056 5.72614 -0.16 -0.08 0.15
C -1.15396 0.26717 6.25230 0.10 0.02 0.27
C -0.03771 0.32110 5.45772 0.11 -0.17 -0.27
C -0.06459 -0.15788 4.13714 0.21 -0.09 0.23
C 1.17666 -0.18922 3.38895 0.24 -0.14 -0.15
N 1.26705 -0.42543 2.13680 0.04 0.21 0.09
N 2.55700 -0.67196 1.64768 -0.34 -0.48 0.07
C 2.45975 -1.56297 0.69170 0.34 0.09 -0.45
O 1.39092 -2.10511 0.21524 0.24 0.11 0.58
C 3.76415 -1.94974 0.04332 -0.20 -0.23 -0.01
C 4.97935 -1.75501 0.68850 -0.09 -0.32 0.09
C 6.15293 -2.26331 0.14949 -0.12 -0.05 -0.46
C 6.12798 -2.92425 -1.08385 -0.29 0.25 0.19
C 4.91455 -3.05956 -1.76125 0.17 -0.01 0.11
C 3.74265 -2.57678 -1.20168 -0.07 -0.04 0.32
C -1.22910 -0.74181 3.57005 -0.03 -0.06 -0.17
O -1.24967 -1.19432 2.36146 -0.15 0.37 0.08
H -4.73340 -2.59400 3.06123 -0.14 0.00 0.00
H -3.10716 -3.20246 3.45726 -0.04 0.16 -0.11
H -3.31726 -2.02590 2.12730 -0.01 -0.04 -0.04
H -3.22389 -0.37978 6.32637 0.10 0.05 -0.09
H -1.11605 0.61295 7.28358 -0.10 0.02 -0.19
H 0.89542 0.72602 5.83165 0.02 0.07 0.03
H 2.12066 -0.10643 3.93262 -0.03 0.03 0.16
H 4.95266 -1.26105 1.64888 0.11 0.07 0.04
H 7.08275 -2.14688 0.69012 0.10 0.01 -0.01
H 7.04099 -3.31414 -1.51613 0.04 -0.04 0.01
H 4.86260 -3.56839 -2.71752 0.14 0.04 -0.02
H 2.78474 -2.69132 -1.69624 0.08 0.03 0.02
C -1.10256 -4.04275 -2.80935 -0.20 0.12 0.39
C -2.40060 -3.76051 -3.23368 0.26 -0.20 -0.13
C -3.16445 -2.88164 -2.51131 -0.10 0.26 0.17
C -2.62398 -2.26756 -1.37840 -0.01 0.29 0.14
N -1.35888 -2.49719 -1.00009 0.02 -0.08 0.02
C -0.63217 -3.39245 -1.67796 -0.22 0.40 -0.19
C -3.38199 -1.25235 -0.61466 -0.34 -0.28 -0.07
C -4.77063 -1.20254 -0.68806 -0.31 -0.03 -0.32
C -5.43973 -0.14196 -0.11566 -0.24 0.10 0.02
C -4.73368 0.84944 0.56744 -0.59 -0.12 0.33
C -3.37630 0.71864 0.73149 -0.05 0.09 -0.05
C -2.68017 -0.32515 0.13020 0.75 -0.01 -0.03
H -0.46065 -4.72657 -3.33387 0.11 -0.16 -0.17
H -2.80452 -4.20063 -4.13833 0.08 -0.06 -0.03
H -4.14200 -2.55642 -2.84031 0.01 -0.20 -0.06
H 0.37377 -3.51037 -1.30593 0.19 -0.10 0.00
H -5.32988 -1.96948 -1.21738 -0.08 0.03 0.05
H -6.51505 -0.07775 -0.20181 -0.17 0.00 0.02
H -5.28039 1.66433 1.03791 0.05 0.02 -0.12
H -2.82602 1.45536 1.31024 -0.13 0.01 0.02
O 1.43020 1.46358 -0.13093 0.39 0.07 -0.19
S 1.86878 0.85744 -1.38969 -0.90 -0.79 0.27
O 3.26980 0.60090 -1.48679 0.82 0.13 -0.14
O 1.00207 -0.31344 -1.66639 0.70 0.39 -0.16
C 1.49058 1.85261 -2.80828 -0.30 0.52 -0.41
C 2.57156 2.37330 -3.51989 -0.44 -0.30 -0.18
C 2.37696 2.87518 -4.79599 0.04 0.24 -0.29
C 1.09965 2.88120 -5.35612 0.27 0.18 0.04
C 0.01198 2.43366 -4.62251 0.29 0.15 0.06
C 0.19031 1.93283 -3.33647 0.44 -0.13 -0.03
S -1.29316 1.39381 -2.47194 0.38 -0.25 0.60
O -2.28020 2.31850 -2.94522 -0.69 0.60 -0.34
O -1.50151 0.00537 -2.78283 -0.13 -0.14 -0.40
O -0.96454 1.59452 -1.04273 -0.24 0.11 -0.28
H 3.56000 2.27324 -3.10408 0.11 0.02 0.11
H 3.23746 3.24023 -5.36388 -0.31 -0.09 0.13
H 0.94056 3.26386 -6.36106 0.07 -0.07 0.09
H -0.97603 2.48360 -5.05389 -0.14 -0.05 0.14
S -0.79073 2.56700 2.75537 -0.25 0.05 0.03
C 0.14629 3.54694 1.82085 0.85 0.08 0.56
N -0.09145 3.69556 0.48366 -0.40 0.16 0.16
C 0.68611 4.38062 -0.35138 -0.27 -0.44 -0.63
C 1.76620 5.02869 0.12567 0.53 0.43 0.01
C 2.00171 4.88176 1.51411 0.10 0.20 0.18
N 1.26336 4.19670 2.34369 -0.33 0.14 -0.60
H -0.82063 3.11459 0.08336 -0.11 -0.29 -0.16
H 0.41090 4.30283 -1.40291 0.06 0.15 0.22
H 2.41434 5.59048 -0.53687 0.00 -0.10 0.22
H 2.86759 5.38442 1.95640 -0.12 -0.15 -0.08
```
Forces are in eV/Å.

Results
Frontier orbital gap ... 6.086 eV
ΔE to the lowest compared entry with this formula, charge and spin ... 53.1 kJ/mol
Net charge ... -2
E_HOMO ... -1.845 eV

***

2.
C36H36F6N6O6S2Ti | ωB97M-V/def2-TZVPD

Geometry as XYZ:
```
93
Properties=species:S:1:pos:R:3:forces:R:3
Ti -0.05891 -0.25823 0.49758 0.39 -0.43 0.34
C 0.36602 -2.58513 -1.41670 -0.01 0.09 -0.09
C -0.39251 -3.41109 -0.38123 -0.01 -0.05 -0.02
C -1.79688 -2.87496 -0.11714 -0.01 -0.04 0.05
N -1.71396 -1.60727 0.60641 0.13 0.14 -0.04
C -2.48702 -1.35466 1.62487 -0.18 -0.03 -0.10
C -3.70578 -2.06776 1.86373 0.03 -0.01 -0.01
C -4.42857 -2.22172 3.00920 0.01 0.02 0.00
C -4.17829 -1.71085 4.29498 0.00 0.02 0.02
C -3.23543 -0.77507 4.61454 -0.03 -0.04 -0.01
C -2.34927 -0.07177 3.78150 0.01 -0.02 -0.06
C -2.07140 -0.20241 2.43217 -0.05 0.12 0.03
N -1.24872 0.65820 1.76683 -0.12 0.00 0.09
C -0.97964 1.96108 2.37639 -0.02 0.06 -0.04
C -0.89502 3.05817 1.32491 0.01 -0.03 0.02
C 0.10389 2.73204 0.20390 -0.02 0.04 -0.03
N 0.85729 1.51092 0.44551 -0.14 -0.10 0.04
C 2.11952 1.52119 0.90008 0.03 0.16 -0.11
C 2.73239 2.68125 1.37333 -0.07 -0.02 0.00
C 3.98138 2.89478 1.94356 0.05 -0.01 0.01
C 4.98866 2.00134 2.23081 0.01 0.03 0.00
C 4.96429 0.63508 1.97248 -0.02 -0.03 -0.03
C 4.01289 -0.13688 1.34567 0.01 0.02 -0.05
C 2.75279 0.19656 0.79225 0.05 -0.04 -0.02
N 1.98372 -0.68273 0.16809 -0.16 0.15 0.12
C 2.47605 -2.03412 -0.07832 0.05 0.01 -0.03
C 1.88062 -2.65425 -1.33916 0.00 -0.02 0.00
H 0.07991 -1.52336 -1.39740 -0.02 -0.04 0.03
H 0.03278 -2.86998 -2.41854 0.00 -0.03 0.01
H 0.14914 -3.44228 0.56627 0.00 0.02 0.00
H -0.47165 -4.44177 -0.73542 0.01 0.00 0.00
H -2.35087 -3.60607 0.47484 0.00 0.01 0.01
H -2.32871 -2.75010 -1.06136 -0.04 0.00 -0.04
H -4.09746 -2.56696 0.98633 0.00 -0.01 0.01
H -5.30743 -2.85110 2.91905 0.00 0.00 -0.01
H -4.81429 -2.07255 5.09280 0.01 0.01 0.01
H -3.18056 -0.48979 5.65927 -0.01 -0.01 0.01
H -1.75667 0.67012 4.29805 0.02 0.01 -0.02
H -0.06259 1.90712 2.96881 0.02 0.00 -0.01
H -1.79965 2.22192 3.04650 -0.01 -0.02 0.01
H -0.61970 3.98735 1.82888 0.02 -0.02 0.03
H -1.88456 3.21058 0.89136 0.00 0.01 -0.01
H 0.77805 3.56589 0.01314 0.00 0.00 -0.01
H -0.42839 2.58178 -0.73053 0.01 -0.01 0.05
H 2.11446 3.56755 1.34015 -0.01 -0.01 -0.01
H 4.16849 3.92347 2.23226 0.01 0.00 0.01
H 5.87113 2.39138 2.72144 0.00 0.00 0.00
H 5.83277 0.08257 2.31550 0.00 0.00 0.00
H 4.26367 -1.18593 1.30375 0.00 -0.01 0.00
H 2.27970 -2.65802 0.80125 0.00 -0.01 0.00
H 3.55652 -2.01337 -0.23148 0.01 0.00 0.03
H 2.21576 -3.69481 -1.38756 -0.02 -0.01 0.00
H 2.29809 -2.14561 -2.20994 0.02 0.01 0.01
C 3.96758 -0.52885 -4.57302 0.00 0.00 -0.01
C 2.59439 -0.53251 -4.75342 -0.01 -0.01 0.00
C 1.79201 0.04649 -3.77823 -0.02 0.02 0.02
N 2.27788 0.60646 -2.67130 0.03 0.03 -0.01
C 3.59915 0.61018 -2.51325 0.00 -0.06 0.00
C 4.48434 0.05789 -3.42813 0.00 0.00 0.03
H 4.62433 -0.96817 -5.31313 0.00 -0.01 0.00
H 2.14306 -0.97025 -5.63377 0.00 0.00 0.00
H 0.71380 0.07074 -3.89241 0.03 0.01 0.00
H 3.97186 1.07194 -1.60353 0.01 0.01 -0.01
H 5.54986 0.09146 -3.24365 0.00 0.00 0.00
F -3.87024 0.03490 -3.64336 0.01 0.03 -0.02
C -3.15151 -0.49179 -2.66467 -0.13 -0.04 0.05
F -2.22110 -1.28957 -3.17538 0.05 -0.02 -0.02
F -3.96193 -1.23204 -1.90125 0.03 0.00 0.01
S -2.40801 0.85387 -1.59318 -0.10 0.08 -0.13
O -1.05826 0.32702 -1.30435 0.28 -0.05 0.09
O -3.27836 0.96602 -0.47068 -0.07 0.05 0.02
N -2.39197 2.15343 -2.42233 -0.14 0.03 0.02
S -1.83724 2.33347 -3.90510 0.15 0.12 0.13
O -2.76806 3.05437 -4.70488 -0.06 0.03 -0.01
O -1.21893 1.14351 -4.41438 0.04 -0.11 -0.07
C -0.45941 3.52763 -3.60538 -0.10 -0.05 -0.05
F 0.03460 3.91121 -4.77978 0.04 0.02 -0.05
F 0.51230 2.96384 -2.89502 0.03 -0.05 -0.01
F -0.89741 4.60155 -2.95029 -0.03 0.03 0.01
O 1.25583 -0.00062 3.46152 0.02 -0.03 0.00
C 1.02735 -1.15146 3.11704 0.20 0.04 0.03
O 0.42108 -1.48201 2.01774 -0.09 -0.02 -0.19
C 1.47400 -2.32172 3.94828 -0.08 0.03 0.03
C 2.38631 -2.11436 4.97743 -0.04 0.03 -0.04
C 2.81919 -3.18315 5.74563 0.01 -0.02 0.01
C 2.33047 -4.46005 5.49845 0.02 0.01 0.02
C 1.41235 -4.66779 4.47909 -0.03 0.00 -0.02
C 0.98847 -3.60043 3.70085 0.02 -0.04 0.01
H 2.74189 -1.10813 5.15653 0.00 0.00 0.00
H 3.53648 -3.02284 6.54032 -0.01 0.00 0.00
H 2.66277 -5.29354 6.10418 0.01 0.00 0.00
H 1.02513 -5.66137 4.29254 0.00 0.00 0.00
H 0.27313 -3.74759 2.90228 0.00 0.00 0.01
```
Forces are in eV/Å.

Results
Frontier orbital gap ... 7.019 eV
ΔE to the lowest compared entry with this formula, charge and spin ... 74.9 kJ/mol
E_HOMO ... -7.859 eV

***

3.
C3H3F2IO | ωB97M-V/def2-TZVPD

Geometry as XYZ:
```
10
Properties=species:S:1:pos:R:3:forces:R:3
C -0.81829 0.35925 -0.23962 3.23 1.45 1.73
C -0.81601 -1.09851 -0.57871 -0.56 1.31 -2.69
C 0.96153 0.95354 0.74773 -2.95 -2.15 -1.32
O -1.44541 1.33420 -0.39221 -0.68 -0.73 -0.43
F 1.51014 1.86977 -0.04993 -0.17 0.53 0.78
F 0.57077 1.44847 1.95649 1.02 -0.05 -1.18
I 2.34955 -0.73344 0.81794 -0.02 0.40 0.47
H 0.00257 -1.19775 -1.35191 -0.39 -0.04 1.17
H -1.73437 -1.29482 -1.23757 0.86 -0.20 1.67
H -0.58048 -1.64070 0.32779 -0.33 -0.52 -0.20
```
Forces are in eV/Å.

Results
Frontier orbital gap ... 8.950 eV
ΔE to the lowest compared entry with this formula, charge and spin ... 108.1 kJ/mol
E_HOMO ... -8.746 eV

***

4.
C4H12O3 | ωB97M-V/def2-TZVPD

Geometry as XYZ:
```
19
Properties=species:S:1:pos:R:3:forces:R:3
C 0.87303 -2.09404 0.29842 -0.10 -0.63 0.35
C 1.97910 -1.06999 0.42015 0.32 0.43 -0.40
C 1.52854 0.39097 0.28447 -0.25 -0.22 0.64
C 0.54678 0.76045 1.35973 0.35 -0.17 -0.08
O -0.55620 1.17628 1.15126 -0.47 0.17 0.03
H 1.28254 -3.09576 0.14723 0.03 0.06 0.02
H 0.15638 -1.92633 -0.49479 0.03 0.32 -0.38
H 0.28451 -2.14567 1.21357 -0.05 0.07 0.12
H 2.76203 -1.21714 -0.33221 -0.16 -0.18 0.04
H 2.48040 -1.17965 1.38325 0.01 -0.09 0.08
H 1.04295 0.61331 -0.66046 0.23 0.00 -0.26
H 2.41052 1.00622 0.46424 0.05 0.26 -0.31
H 0.90975 0.61832 2.39638 0.01 -0.02 0.15
O -0.08552 5.80146 -0.94645 0.03 -0.01 -0.03
H -0.68910 5.97978 -0.21694 0.13 0.06 -0.08
H 0.48496 6.57405 -1.02385 -0.15 -0.05 0.10
O -5.20106 -3.48052 -1.44289 -0.04 -0.02 0.02
H -5.85598 -3.22681 -2.10216 0.14 -0.02 0.02
H -4.35362 -3.48495 -1.89892 -0.10 0.03 -0.04
```
Forces are in eV/Å.

Results
Frontier orbital gap ... 10.521 eV
ΔE to the lowest compared entry with this formula, charge and spin ... 58.4 kJ/mol
SMILES string ... CCCC=O.O.O
E_HOMO ... -9.633 eV

***

Please write out number 4 again, unchanged.
C4H12O3 | ωB97M-V/def2-TZVPD

Geometry as XYZ:
```
19
Properties=species:S:1:pos:R:3:forces:R:3
C 0.87303 -2.09404 0.29842 -0.10 -0.63 0.35
C 1.97910 -1.06999 0.42015 0.32 0.43 -0.40
C 1.52854 0.39097 0.28447 -0.25 -0.22 0.64
C 0.54678 0.76045 1.35973 0.35 -0.17 -0.08
O -0.55620 1.17628 1.15126 -0.47 0.17 0.03
H 1.28254 -3.09576 0.14723 0.03 0.06 0.02
H 0.15638 -1.92633 -0.49479 0.03 0.32 -0.38
H 0.28451 -2.14567 1.21357 -0.05 0.07 0.12
H 2.76203 -1.21714 -0.33221 -0.16 -0.18 0.04
H 2.48040 -1.17965 1.38325 0.01 -0.09 0.08
H 1.04295 0.61331 -0.66046 0.23 0.00 -0.26
H 2.41052 1.00622 0.46424 0.05 0.26 -0.31
H 0.90975 0.61832 2.39638 0.01 -0.02 0.15
O -0.08552 5.80146 -0.94645 0.03 -0.01 -0.03
H -0.68910 5.97978 -0.21694 0.13 0.06 -0.08
H 0.48496 6.57405 -1.02385 -0.15 -0.05 0.10
O -5.20106 -3.48052 -1.44289 -0.04 -0.02 0.02
H -5.85598 -3.22681 -2.10216 0.14 -0.02 0.02
H -4.35362 -3.48495 -1.89892 -0.10 0.03 -0.04
```
Forces are in eV/Å.

Results
Frontier orbital gap ... 10.521 eV
ΔE to the lowest compared entry with this formula, charge and spin ... 58.4 kJ/mol
SMILES string ... CCCC=O.O.O
E_HOMO ... -9.633 eV

***

Which of these has the lowest ΔE to the lowest compared entry with this formula, charge and spin?
C36H28N5O9S3Y

***

Among the records above, which one has the lowest E_HOMO?
C4H12O3

***

Which of these has the lowest E_HOMO?
C4H12O3